An isolated molecule of C13H20N4O2S in a non-equilibrium geometry. Source: the Open Molecules 2025 dataset; level of theory: ωB97M-V with the def2-TZVPD basis set.

## Properties
SMILES: Cc1nnc(NC(=O)CCC(=O)N2CCC(C)CC2)s1
Calculated total energy: -1275.10390 Eh
Relative energy (zero: lowest compared OMol25 entry of this formula, charge and spin): 128.3 kJ/mol
Lowest unoccupied orbital energy: 0.0228 Ha

```
40
Properties=species:S:1:pos:R:3:nbo_charge:R:1
C -0.20 3.63 -3.17 -0.6570
C 0.42 2.74 -2.17 0.0355
N 1.32 1.86 -2.44 -0.2641
N 1.75 1.17 -1.39 -0.3102
C 1.17 1.52 -0.29 0.2017
N 1.43 0.93 0.92 -0.6301
C 0.64 1.17 2.02 0.6947
O -0.22 2.02 2.01 -0.5974
C 0.92 0.24 3.18 -0.4850
H 0.58 0.71 4.10 0.2427
H 1.99 0.03 3.25 0.2335
C 0.16 -1.08 2.96 -0.4792
C 0.64 -1.73 1.66 0.6806
O 1.72 -2.30 1.65 -0.6566
N -0.11 -1.61 0.55 -0.4411
C -1.36 -0.91 0.37 -0.2142
H -1.65 -0.37 1.27 0.2177
C -2.46 -1.90 -0.04 -0.4044
H -3.40 -1.36 -0.18 0.2125
C -2.06 -2.61 -1.34 -0.2154
C -3.12 -3.64 -1.74 -0.5972
H -4.08 -3.16 -1.89 0.2077
H -3.23 -4.40 -0.97 0.2024
H -2.83 -4.13 -2.67 0.2104
C -0.70 -3.28 -1.14 -0.4033
C 0.34 -2.25 -0.68 -0.2333
H 1.29 -2.74 -0.47 0.2511
H 0.49 -1.49 -1.44 0.2021
H -0.36 -3.73 -2.07 0.2150
H -0.78 -4.06 -0.39 0.2013
H -1.97 -1.87 -2.13 0.1952
H -2.60 -2.64 0.75 0.1999
H -1.23 -0.18 -0.43 0.1976
H 0.42 -1.77 3.77 0.2469
H -0.92 -0.91 2.98 0.2164
H 2.12 0.19 0.92 0.4402
S -0.02 2.79 -0.46 0.3835
H 0.01 4.67 -2.94 0.2289
H -1.28 3.49 -3.18 0.2262
H 0.19 3.39 -4.16 0.2448
```

=====

A structure of composition C33H27F6IN5O6PS2Ta in a non-equilibrium geometry. Source: the Open Molecules 2025 dataset; level of theory: ωB97M-V with the def2-TZVPD basis set.

## Properties
Calculated total energy: -4089.75627 Eh
Relative energy (zero: lowest compared OMol25 entry of this formula, charge and spin): 64.6 kJ/mol
Total charge: +3
Lowest unoccupied orbital energy: -0.3758 Ha

```
82
Properties=species:S:1:pos:R:3:lowdin_charge:R:1
Ta 0.35 -0.08 0.48 1.6458
C -0.34 -1.00 -4.04 0.0124
C 0.75 -0.04 -3.74 -0.2403
N 1.49 0.38 -4.77 0.1777
C 2.49 1.22 -4.59 -0.0267
C 2.86 1.77 -3.36 -0.0831
C 4.02 2.72 -3.30 -0.1663
O 4.74 2.56 -2.09 -0.0538
C 2.09 1.37 -2.25 -0.0526
C 2.28 1.97 -0.97 0.0317
N 1.69 1.66 0.15 -0.0961
C 1.97 2.54 1.26 -0.3587
C 3.25 2.96 1.59 -0.0060
C 3.43 3.83 2.65 -0.0065
C 2.34 4.28 3.39 -0.0221
C 1.05 3.87 3.07 -0.0922
C 0.89 3.00 2.00 -0.5684
I -0.99 2.37 1.33 1.4014
C 1.06 0.44 -2.47 -0.1978
O 0.36 0.03 -1.37 -0.2711
H -0.02 -1.66 -4.84 0.1094
H -1.23 -0.46 -4.39 0.1032
H -0.63 -1.60 -3.17 0.0452
H 3.05 1.49 -5.48 0.1432
H 3.66 3.75 -3.41 0.1476
H 4.66 2.51 -4.16 0.1395
H 5.62 2.94 -2.18 0.1185
H 2.97 2.81 -0.94 0.1434
H 4.11 2.59 1.03 0.1278
H 4.42 4.15 2.92 0.1333
H 2.49 4.96 4.22 0.1320
H 0.20 4.23 3.63 0.1201
N -2.35 -1.89 1.29 -0.0870
P -2.21 -0.76 0.06 0.9591
C -2.59 -1.73 -1.39 -0.3479
C -3.43 -1.23 -2.39 -0.0678
C -3.75 -2.04 -3.47 -0.0373
C -3.25 -3.33 -3.55 -0.0194
C -2.43 -3.83 -2.54 -0.0399
C -2.10 -3.03 -1.46 -0.1101
C -3.44 0.53 0.27 -0.4483
C -4.34 0.48 1.34 -0.0717
C -5.30 1.47 1.48 -0.0308
C -5.36 2.51 0.56 -0.0220
C -4.47 2.57 -0.50 -0.0477
C -3.50 1.59 -0.64 -0.1970
C -1.79 -1.64 2.53 -0.3710
C -2.25 -2.27 3.68 0.0291
C -1.73 -1.89 4.89 0.0104
C -0.79 -0.86 4.94 -0.0125
C -0.35 -0.32 3.76 -0.1427
N -0.80 -0.73 2.54 -0.0612
H -3.05 -2.62 1.22 0.1446
H -3.86 -0.24 -2.32 0.1013
H -4.40 -1.66 -4.24 0.1278
H -3.52 -3.96 -4.39 0.1288
H -2.07 -4.85 -2.60 0.1263
H -1.48 -3.44 -0.67 0.0967
H -4.31 -0.34 2.05 0.1080
H -6.00 1.43 2.30 0.1270
H -6.12 3.28 0.67 0.1291
H -4.53 3.38 -1.22 0.1266
H -2.81 1.64 -1.48 0.1103
H -3.02 -3.02 3.60 0.1356
H -2.08 -2.36 5.80 0.1378
H -0.39 -0.50 5.87 0.1303
H 0.39 0.46 3.76 0.1019
F 3.01 -4.01 -1.76 0.2336
C 2.16 -3.04 -1.63 -0.6746
F 2.61 -1.94 -2.20 0.1893
F 0.98 -3.36 -2.10 0.1877
S 1.95 -2.74 0.22 0.7381
O 0.54 -2.13 0.39 -0.4612
O 2.12 -3.96 0.89 -0.1617
N 2.96 -1.55 0.46 -0.2781
S 3.10 -0.79 1.84 0.7328
O 1.75 -0.17 2.08 -0.4746
O 4.21 0.08 1.86 -0.1690
C 3.23 -2.00 3.27 -0.6810
F 2.08 -2.64 3.36 0.1721
F 4.22 -2.82 3.01 0.2210
F 3.46 -1.30 4.36 0.2184
```

=====

A structure of composition C22H38F12HgN4O10S4 in a non-equilibrium geometry. Source: the Open Molecules 2025 dataset; level of theory: ωB97M-V with the def2-TZVPD basis set.

## Properties
Calculated total energy: -4776.67602 Eh
Relative energy (zero: lowest compared OMol25 entry of this formula, charge and spin): 425.8 kJ/mol
Lowest unoccupied orbital energy: -0.0684 Ha

```
91
Properties=species:S:1:pos:R:3:lowdin_charge:R:1
Hg -17.76 17.41 12.27 1.2572
C -20.85 19.81 11.05 -0.6134
F -21.88 19.01 10.89 0.1431
F -20.06 19.51 10.00 0.1216
F -21.31 21.06 11.07 0.1825
S -20.02 19.27 12.72 0.7679
O -18.61 19.59 12.52 -0.4063
O -20.70 19.91 13.86 -0.2348
N -19.99 17.51 12.69 -0.3729
S -21.20 17.16 13.53 0.6028
O -20.88 16.99 14.98 -0.2996
O -22.45 17.94 13.25 -0.3031
C -21.56 15.32 12.86 -0.6526
F -21.74 15.44 11.54 0.1129
F -20.56 14.48 12.97 0.1549
F -22.62 14.84 13.49 0.1648
C -18.05 18.17 16.46 -0.6389
F -17.28 19.21 16.79 0.1358
F -18.54 17.63 17.57 0.1694
F -19.05 18.73 15.85 0.1590
S -17.09 16.82 15.36 0.7516
O -16.06 16.23 16.17 -0.2479
O -18.10 15.91 14.81 -0.3403
N -16.49 17.87 13.95 -0.3815
S -15.24 18.44 14.52 0.4846
O -15.31 19.60 15.33 -0.2389
O -14.23 17.42 14.74 -0.2750
C -14.78 19.33 12.90 -0.7188
F -13.79 20.05 13.13 0.2355
F -14.42 18.35 12.01 0.0839
F -15.84 20.05 12.55 0.1128
C -17.83 23.42 9.21 -0.0349
C -16.71 22.53 9.85 -0.4074
C -15.30 22.99 9.34 -0.1355
C -14.54 24.14 10.02 -0.1696
C -14.72 24.10 11.56 -0.1475
C -16.13 23.74 12.12 -0.4336
N -16.66 22.56 11.36 -0.1224
O -17.78 22.06 12.03 -0.0364
C -15.84 23.36 13.65 -0.0146
C -17.01 25.01 11.88 -0.0259
C -17.00 21.00 9.40 -0.0237
H -18.77 23.26 9.74 0.0738
H -17.91 22.98 8.22 0.0738
H -17.68 24.50 9.17 0.0718
H -14.56 22.19 9.34 0.1082
H -15.41 23.31 8.31 0.1087
H -14.88 25.04 9.50 0.0985
H -13.48 24.06 9.79 0.1054
H -14.48 25.08 11.97 0.1117
H -14.00 23.44 12.05 0.1077
H -15.34 24.14 14.22 0.0786
H -16.71 23.14 14.27 0.0730
H -15.28 22.43 13.75 0.0596
H -16.63 25.63 11.06 0.0703
H -18.05 24.71 11.87 0.0819
H -16.83 25.68 12.72 0.0756
H -16.69 20.79 8.38 0.0764
H -18.01 20.63 9.55 0.0517
H -16.33 20.34 9.96 0.0595
H -17.67 21.12 12.15 0.0205
C -16.07 14.71 12.29 -0.0192
C -16.47 14.56 10.79 -0.4579
C -17.37 13.31 10.71 -0.1023
C -18.26 13.28 9.42 -0.1501
C -19.06 14.61 9.37 -0.1078
C -18.00 15.78 9.21 -0.4687
N -17.11 15.81 10.43 -0.1601
O -16.32 16.93 10.38 -0.0662
C -17.34 15.71 7.81 -0.0111
C -18.85 17.01 9.19 -0.0718
C -15.12 14.37 9.97 -0.0041
H -15.10 15.22 12.33 0.0901
H -15.91 13.73 12.75 0.1038
H -16.77 15.26 12.91 0.0243
H -16.77 12.40 10.59 0.1240
H -17.97 13.20 11.61 0.1224
H -18.99 12.47 9.37 0.1101
H -17.69 13.08 8.52 0.1027
H -19.69 14.77 10.25 0.0999
H -19.80 14.61 8.57 0.1216
H -18.09 15.60 7.03 0.1033
H -16.91 16.69 7.63 0.0819
H -16.56 14.96 7.63 0.0691
H -19.25 17.19 10.18 0.0395
H -18.30 17.88 8.84 0.0853
H -19.76 16.95 8.60 0.1118
H -14.36 15.14 10.09 0.0847
H -15.21 14.00 8.95 0.0751
H -14.61 13.60 10.55 0.0888
H -15.70 16.78 9.66 0.1094
```

=====

A structure of composition C2H7IN3 in a non-equilibrium geometry. Source: the Open Molecules 2025 dataset; level of theory: ωB97M-V with the def2-TZVPD basis set.

## Properties
Calculated total energy: -541.98000 Eh
Relative energy (zero: lowest compared OMol25 entry of this formula, charge and spin): 330.4 kJ/mol
Total charge: +1
Lowest unoccupied orbital energy: -0.1350 Ha

```
13
Properties=species:S:1:pos:R:3:nbo_charge:R:1
C 0.72 0.50 -0.17 0.2135
C -1.14 0.16 0.17 -0.3115
N 0.82 -0.87 0.38 -0.4570
N 1.08 0.81 -1.45 -0.8200
N -0.42 -0.93 1.06 -0.4187
I -2.51 1.35 1.28 0.2005
H 1.08 1.25 0.57 0.2298
H -1.78 -0.45 -0.43 0.2081
H 1.03 -1.53 -0.48 0.4180
H 1.65 1.64 -1.67 0.4289
H 1.02 0.24 -2.33 0.4235
H -0.45 -0.49 1.98 0.4339
H -1.11 -1.67 1.09 0.4509
```

=====

An isolated molecule of C21H27N3O5S in a non-equilibrium geometry. Source: the Open Molecules 2025 dataset; level of theory: ωB97M-V with the def2-TZVPD basis set.

## Properties
SMILES: CC[C@H](C)NC(=O)CN(c1ccc(OC)cc1)S(=O)(=O)c1ccc(NC(C)=O)cc1
Calculated total energy: -1755.10230 Eh
Relative energy (zero: lowest compared OMol25 entry of this formula, charge and spin): 113.8 kJ/mol
Lowest unoccupied orbital energy: 0.0129 Ha

```
57
Properties=species:S:1:pos:R:3:nbo_charge:R:1
C -6.54 -2.05 0.31 -0.6156
C -6.47 -0.67 -0.35 -0.3955
H -6.72 0.09 0.39 0.2094
C -5.09 -0.32 -0.93 -0.0513
N -4.08 -0.35 0.11 -0.6320
C -3.60 0.76 0.69 0.6607
O -4.04 1.88 0.50 -0.6256
C -2.41 0.50 1.61 -0.3012
N -1.21 0.31 0.82 -0.7104
S -1.05 -1.09 -0.07 2.3308
O -1.39 -0.93 -1.46 -0.9408
O -1.78 -2.09 0.65 -0.9589
C 0.71 -1.35 0.08 -0.3593
C 1.53 -1.34 -1.02 -0.1422
C 2.89 -1.49 -0.87 -0.2770
C 3.43 -1.65 0.40 0.2585
C 2.59 -1.68 1.51 -0.2577
C 1.23 -1.53 1.35 -0.1633
H 0.56 -1.54 2.20 0.2352
H 3.00 -1.82 2.50 0.2094
N 4.80 -1.81 0.63 -0.6271
C 5.83 -1.78 -0.28 0.6882
O 5.70 -1.61 -1.46 -0.5869
C 7.17 -2.00 0.39 -0.7150
H 7.19 -2.97 0.89 0.2291
H 7.95 -1.98 -0.37 0.2463
H 7.36 -1.22 1.12 0.2290
H 5.05 -1.95 1.59 0.3962
H 3.55 -1.47 -1.73 0.2644
H 1.09 -1.21 -2.00 0.2425
C -0.33 1.38 0.54 0.1874
C 0.18 2.15 1.58 -0.2347
C 1.10 3.14 1.32 -0.2301
C 1.56 3.37 0.02 0.2925
C 1.05 2.60 -1.01 -0.2847
C 0.11 1.62 -0.75 -0.2359
H -0.30 1.04 -1.56 0.2417
H 1.36 2.75 -2.03 0.2208
O 2.48 4.36 -0.12 -0.4915
C 2.95 4.66 -1.41 -0.2526
H 3.46 3.80 -1.86 0.1764
H 3.66 5.48 -1.29 0.2007
H 2.14 4.99 -2.07 0.1778
H 1.50 3.75 2.12 0.2245
H -0.14 1.98 2.60 0.2150
H -2.27 1.35 2.27 0.2363
H -2.57 -0.41 2.20 0.2278
H -3.61 -1.23 0.27 0.4202
C -4.67 -1.24 -2.07 -0.6240
H -5.36 -1.17 -2.90 0.2114
H -3.67 -0.97 -2.41 0.2369
H -4.63 -2.28 -1.73 0.2009
H -5.13 0.71 -1.29 0.2258
H -7.21 -0.61 -1.15 0.1999
H -5.79 -2.13 1.09 0.2034
H -6.38 -2.84 -0.42 0.2011
H -7.52 -2.19 0.76 0.2127
```

=====

A structure of composition C8H12FeN2O3S in a non-equilibrium geometry. Source: the Open Molecules 2025 dataset; level of theory: ωB97M-V with the def2-TZVPD basis set.

## Properties
Calculated total energy: -2308.40809 Eh
Expectation value of S²: 6.0505
Relative energy (zero: lowest compared OMol25 entry of this formula, charge and spin): 0.0 kJ/mol
Total charge: +2
Multiplicity: 5
Lowest unoccupied orbital energy (alpha / beta): -0.3086 / -0.4000 Ha

```
27
Properties=species:S:1:pos:R:3:nbo_charge:R:1
O 1.16 0.86 -4.36 -0.3594
C 0.80 1.05 -3.30 0.4685
Fe 1.19 1.55 -0.72 0.7723
C 1.32 3.19 -1.25 0.4118
C 2.93 1.24 -1.19 0.4394
O 1.73 4.25 -1.49 -0.2763
O 4.02 0.99 -1.46 -0.2744
C -1.95 -1.18 -1.50 -0.4265
N -1.33 -1.15 -0.18 -0.3389
C -0.93 -2.44 0.37 -0.4357
C -0.75 -0.02 0.24 0.3264
S -1.01 1.44 -0.68 0.0735
N -0.03 0.01 1.40 -0.4100
C -0.45 -0.71 2.60 -0.4245
C 0.80 1.21 1.65 -0.3271
H -2.42 -2.17 -1.61 0.2550
H -1.21 -1.06 -2.30 0.2161
H -2.72 -0.39 -1.58 0.2465
H 0.10 -2.46 0.70 0.2254
H -1.61 -2.74 1.21 0.2460
H -1.07 -3.19 -0.43 0.2521
H 0.20 -1.62 2.75 0.2411
H -0.35 -0.09 3.45 0.2425
H -1.49 -1.04 2.51 0.2425
H 1.53 1.38 0.79 0.0690
H 0.18 2.09 1.79 0.2571
H 1.37 1.00 2.57 0.2876
```